Density functional theory data (ωB97M-V/def2-TZVPD) for 4 unconnected molecules or ions with the total composition CH7O5.

Last column: Löwdin charge in e.
Element x y z (Å)
O 1.0351 0.7704 0.6987  -0.10
C -0.0524 0.4407 1.2104  -0.59
O -1.0605 -0.0407 0.6447  -0.12
H -0.1159 0.6453 2.3032  0.10
H -3.7409 -1.4792 -0.4572  0.02
H -2.5312 -1.2221 0.4609  -0.01
O -3.4418 -1.5740 0.4498  -0.10
H -0.2587 -0.9868 -0.7103  -0.01
H 1.0330 -0.6654 -1.3285  0.00
O 0.3070 -1.2905 -1.4577  -0.11
H 2.2832 1.6668 -0.6737  -0.01
H 3.4907 1.1519 -1.4246  0.02
O 3.1582 1.9457 -0.9909  -0.09

Results
- highest occupied orbital energy (eV) = -5.45
- electronic energy (eV) = -11390.6487
- spin multiplicity = 1
- net charge = -1
- HOMO-LUMO gap (eV) = 9.33

Density functional theory data (ωB97M-V/def2-TZVPD) for 4 unconnected molecules or ions with the total composition CH7O5.

Last column: Löwdin charge in e.
Element x y z (Å)
O 0.3826 1.2066 -0.3678  -0.10
C -0.7884 1.3152 0.0050  -0.63
O -1.6877 0.4566 -0.1430  -0.12
H -1.0718 2.2234 0.5305  0.09
H -3.5926 -0.6881 1.5003  0.00
H -2.6953 -0.8868 0.3631  -0.02
O -3.3977 -1.3644 0.8608  -0.11
H 0.5904 -0.5291 -1.4978  -0.02
H 0.1264 -0.9351 -2.8873  0.04
O 0.7713 -1.1958 -2.1785  -0.12
H 3.7799 0.8824 0.9585  0.02
H 3.4015 -0.5785 1.5077  0.10
O 4.1814 0.0934 1.3487  -0.13

Results
- highest occupied orbital energy (eV) = -5.23
- electronic energy (eV) = -11390.1549
- spin multiplicity = 1
- net charge = -1
- HOMO-LUMO gap (eV) = 9.08

Density functional theory data (ωB97M-V/def2-TZVPD) for 4 unconnected molecules or ions with the total composition CH7O5.

Last column: Löwdin charge in e.
Element x y z (Å)
O -0.5086 0.9435 -0.4809  -0.11
C -0.3091 0.5201 0.6840  -0.59
O 0.3053 -0.5456 0.9748  -0.12
H -0.9335 1.0641 1.4314  0.09
H -1.1474 -1.1220 2.4895  0.00
H -1.8411 0.0376 3.1670  0.00
O -1.8338 -0.9118 3.1440  -0.08
H 0.7971 1.8673 -2.0481  0.00
H 0.7221 0.5450 -2.4739  0.00
O 1.0073 1.4036 -2.8629  -0.12
H 1.0805 -0.6281 -0.9672  0.00
H 1.1380 -2.0083 -1.3915  0.03
O 1.5232 -1.1653 -1.6662  -0.10

Results
- highest occupied orbital energy (eV) = -5.46
- electronic energy (eV) = -11390.2925
- spin multiplicity = 1
- net charge = -1
- HOMO-LUMO gap (eV) = 9.50

Density functional theory data (ωB97M-V/def2-TZVPD) for 2 unconnected molecules or ions with the total composition CH7OS.

Last column: Löwdin charge in e.
Element x y z (Å)
O 1.5743 0.7538 0.5435  -0.21
H -1.2977 1.8032 -0.0285  -0.03
H 1.5983 1.6518 1.0066  0.09
H 2.5321 0.6172 0.1178  0.14
C -0.7562 -1.1442 -0.7114  -0.18
S -1.1362 0.5220 0.1454  1.01
H -1.5983 -1.7518 -0.4704  0.04
H -0.0192 -1.5437 0.0414  0.08
H -0.5624 -1.1375 -1.8147  0.09
H -0.3347 0.2294 1.1704  -0.03

Results
- highest occupied orbital energy (eV) = -15.71
- electronic energy (eV) = -14023.2654
- spin multiplicity = 1
- net charge = +1
- HOMO-LUMO gap (eV) = 10.28